1.
Formula: C12H20N4O3
Source: the OMol25 dataset
Level of theory: ωB97M-V/def2-TZVPD

Values from the calculation:
LUMO energy, hartree: 0.0186
Structure (SMILES): CC(C)C[C@H](NC(=O)[C@@H](N)Cc1c[nH]cn1)C(=O)O
Energy above the lowest of the compared OMol25 structures with the same formula, charge and spin, eV: 1.778
HOMO level, eV: -8.649

Cartesian coordinates (Å):
1 C 3.10438 1.64586 -1.48816
2 C 2.57406 0.25299 -1.39657
3 C 2.71020 -0.21356 0.06931
4 C 1.16138 -0.07113 -1.89245
5 C 0.06592 0.86492 -1.30120
6 N -1.22401 0.17585 -1.15717
7 C -2.08515 0.35662 -0.05368
8 O -3.26716 0.08076 -0.07028
9 C -1.45955 0.93901 1.22404
10 N -2.60586 1.13805 2.12898
11 C -0.51446 -0.13782 1.77639
12 C -1.07753 -1.50257 1.97694
13 C -0.78864 -2.62148 1.25673
14 N -1.33959 -3.67677 1.94172
15 C -1.97818 -3.13478 3.04373
16 N -1.89451 -1.86695 3.08158
17 C -0.16215 2.05592 -2.22631
18 O 0.73964 2.82554 -2.50815
19 O -1.37089 2.13662 -2.86396
20 H 4.04983 1.68901 -0.93316
21 H 3.17194 1.89660 -2.56943
22 H 2.41142 2.35897 -0.97757
23 H 3.19603 -0.47036 -1.99889
24 H 3.74625 -0.02052 0.31433
25 H 2.11597 0.31870 0.81240
26 H 2.48207 -1.30025 0.15704
27 H 1.11045 0.05526 -3.02543
28 H 0.85420 -1.08885 -1.69230
29 H 0.37386 1.32563 -0.37685
30 H -1.75158 -0.09369 -1.98478
31 H -0.88239 1.87555 1.11996
32 H -3.25853 0.41059 1.92659
33 H -3.00827 2.01913 1.78436
34 H -0.18190 0.28239 2.77712
35 H 0.35678 -0.27385 1.13504
36 H -0.27203 -2.74252 0.31049
37 H -1.26417 -4.56765 1.52794
38 H -2.53698 -3.73711 3.74065
39 H -1.30085 2.81588 -3.58900

***

2.
Formula: C12H20N5O2
Source: the OMol25 dataset
Level of theory: ωB97M-V/def2-TZVPD

Values from the calculation:
LUMO energy, hartree: -0.1438
Net charge: +1
Structure (SMILES): CC[C@@H](C(N)=O)N1C[C@H](n2ncc(C)[n+]2C)CC1=O
Energy above the lowest of the compared OMol25 structures with the same formula, charge and spin, eV: 0.000
HOMO level, eV: -11.968

Cartesian coordinates (Å):
1 C 0.96284 -2.29518 -3.63661
2 C 0.57291 -2.43160 -2.13816
3 C -0.76007 -1.68720 -1.86931
4 C -2.02479 -2.45596 -2.15324
5 N -2.03424 -3.47019 -3.07205
6 O -3.12387 -2.04787 -1.73365
7 N -0.72833 -1.18822 -0.50264
8 C -1.32642 0.10195 -0.10730
9 C -1.63840 0.03673 1.42859
10 N -0.66216 0.87711 2.13968
11 N 0.68432 0.65835 2.03503
12 C 1.22875 1.43353 2.89129
13 C 0.22344 2.23984 3.61064
14 C 0.48329 3.23917 4.70836
15 N -0.92448 1.94443 3.06938
16 C -2.26743 2.48394 3.42181
17 C -1.36954 -1.42653 1.84770
18 C -0.85227 -2.06288 0.58414
19 O -0.45056 -3.22341 0.60269
20 H 1.92955 -2.84407 -3.84560
21 H 0.17606 -2.75083 -4.27660
22 H 1.10568 -1.26223 -3.90004
23 H 0.49351 -3.51925 -1.84731
24 H 1.34626 -1.99179 -1.49522
25 H -0.81944 -0.82492 -2.54774
26 H -2.84809 -4.05639 -3.06705
27 H -1.16304 -3.89475 -3.25264
28 H -2.26290 0.25250 -0.67079
29 H -0.64466 0.93708 -0.38134
30 H -2.67542 0.31826 1.64261
31 H 2.29233 1.49902 3.07464
32 H 0.21973 4.26760 4.42274
33 H 1.55061 3.26190 4.97594
34 H -0.11599 2.99424 5.58665
35 H -2.96059 1.64016 3.62070
36 H -2.65473 3.04137 2.55146
37 H -2.23830 3.14003 4.29779
38 H -0.67226 -1.51147 2.66355
39 H -2.30883 -1.87803 2.13460

***

3.
Formula: C12H20NO15S
Source: the OMol25 dataset
Level of theory: ωB97M-V/def2-TZVPD

Values from the calculation:
LUMO energy, hartree: 0.0676
Net charge: -1
Energy above the lowest of the compared OMol25 structures with the same formula, charge and spin, eV: 2.002
HOMO level, eV: -5.480

Cartesian coordinates (Å):
1 N -2.29001 -1.96872 -1.36397
2 O -1.16629 -1.66605 -0.80168
3 O -2.77448 -1.03183 -2.09230
4 O -2.68893 -3.10162 -1.54919
5 O 1.32627 3.67248 -2.65542
6 S 2.06428 2.73707 -1.80830
7 O 1.46112 2.40883 -0.48830
8 O 2.11658 1.33095 -2.71176
9 C 0.96780 0.54162 -2.59622
10 C 1.25740 -0.78194 -3.32444
11 C 3.71557 3.15011 -1.68311
12 H 0.14167 1.16447 -3.20084
13 H 0.58724 0.49759 -1.49315
14 H 1.28765 -0.79878 -4.43173
15 H 0.35832 -1.43886 -3.14885
16 H 2.17782 -1.21856 -2.90984
17 H 4.08071 3.33736 -2.64868
18 H 4.14580 2.37385 -1.11689
19 H 3.88316 3.87835 -1.04602
20 C -1.92704 2.72620 0.22232
21 C -3.01370 2.35224 -0.75600
22 O -3.26399 3.47122 -1.56176
23 C -2.09689 4.20790 -1.46072
24 O -1.89295 5.24674 -2.07748
25 O -1.37984 3.79340 -0.54366
26 H -1.28083 1.94424 0.58685
27 H -2.28146 3.27616 1.09916
28 H -4.00298 2.18125 -0.13714
29 H -2.80706 1.44925 -1.18792
30 C 1.13410 -0.28774 1.68064
31 C 2.65228 0.01403 1.66334
32 O 2.89918 0.28799 2.89127
33 C 1.88077 -0.14178 3.64274
34 O 1.90335 -0.05795 4.82536
35 O 0.86318 -0.44702 2.92033
36 H 0.99959 -1.17834 0.92530
37 H 0.54064 0.61031 1.26929
38 H 2.78259 1.01332 0.92632
39 H 3.28410 -0.77733 1.14329
40 C -0.64692 -4.57504 2.76837
41 C -1.37480 -3.78829 1.66337
42 O -2.70630 -3.68639 2.23704
43 C -2.79790 -4.38451 3.26078
44 O -3.87281 -4.47828 3.87259
45 O -1.74207 -4.91256 3.63901
46 H 0.02920 -4.04297 3.14546
47 H -0.42818 -5.59444 2.23183
48 H -1.24487 -4.42239 0.76470
49 H -0.86002 -2.88556 1.41599

***

4.
Formula: C12H20OSi
Source: the OMol25 dataset
Level of theory: ωB97M-V/def2-TZVPD

Values from the calculation:
LUMO energy, hartree: 0.0290
Structure (SMILES): C#CO[SiH2]/C(=C\C)CCCCC(=C)C
Energy above the lowest of the compared OMol25 structures with the same formula, charge and spin, eV: 4.748
HOMO level, eV: -9.030

Cartesian coordinates (Å):
1 C -1.37029 -3.82399 2.43723
2 C -0.65561 -3.34084 1.59590
3 O 0.20809 -2.74168 0.89858
4 Si 0.95562 -2.46622 -0.52257
5 C -0.19562 -1.32410 -1.60437
6 C 0.36197 -0.69891 -2.63893
7 C 1.82633 -0.73647 -3.07793
8 C -1.63162 -1.07601 -1.24726
9 C -1.78293 -0.25181 0.05793
10 C -1.35166 1.17946 -0.06579
11 C -0.98516 1.71172 1.35745
12 C 0.25582 1.19940 1.91545
13 C 0.15560 0.31049 2.92613
14 C 1.56104 1.71834 1.37455
15 H -1.95717 -4.37713 3.10449
16 H 0.97663 -3.65101 -1.38456
17 H 2.21221 -1.99264 -0.06121
18 H -0.12006 0.17573 -3.20611
19 H 2.23423 -1.58752 -2.53813
20 H 2.13175 0.27463 -3.03610
21 H 2.01364 -0.95983 -4.13317
22 H -2.12741 -2.07624 -0.98892
23 H -2.30388 -0.80141 -2.01844
24 H -1.04024 -0.66393 0.75015
25 H -2.64581 -0.29978 0.61591
26 H -0.39420 1.28744 -0.74872
27 H -2.11012 1.82555 -0.55688
28 H -1.00579 2.92163 1.48943
29 H -1.94377 1.55791 1.99557
30 H -0.79528 0.09582 3.44215
31 H 1.00388 -0.23807 3.26070
32 H 1.69078 2.84146 1.66908
33 H 1.72883 1.73460 0.35665
34 H 2.33267 1.13598 1.79764

***

5.
Formula: C12H21AuB2F4N4O5
Source: the OMol25 dataset
Level of theory: ωB97M-V/def2-TZVPD

Values from the calculation:
LUMO energy, hartree: -0.3832
Net charge: +2
Energy above the lowest of the compared OMol25 structures with the same formula, charge and spin, eV: 2.706
HOMO level, eV: -16.083

Cartesian coordinates (Å):
1 Au 0.11541 -0.32532 -0.57196
2 C 2.66764 2.92919 -1.53496
3 C 2.00456 1.69673 -1.04822
4 N 0.76814 1.41585 -1.27656
5 O -0.07861 2.20864 -1.90767
6 B -1.11753 1.43988 -2.77491
7 F -0.44304 0.40616 -3.37829
8 F -1.75436 2.34391 -3.50986
9 O -2.19581 0.77800 -1.84858
10 N -1.75646 -0.30635 -1.23721
11 C -2.46173 -1.35919 -1.00095
12 C -3.85625 -1.52717 -1.47502
13 C -1.73108 -2.41224 -0.22088
14 N -0.52802 -2.07950 0.10252
15 O 0.27915 -2.82415 0.83779
16 B 1.78523 -2.72712 0.39691
17 F 2.43134 -3.67175 1.07261
18 F 1.78087 -2.73500 -0.97564
19 O 2.37771 -1.36268 0.84357
20 N 1.99026 -0.35132 0.08078
21 C 2.72620 0.65252 -0.24799
22 C 4.15998 0.77151 0.10631
23 C -2.30241 -3.74112 0.10632
24 H 2.00687 3.47941 -2.19832
25 H 3.58662 2.66997 -2.06282
26 H 2.94323 3.56716 -0.69206
27 H -4.22122 -0.60551 -1.91843
28 H -4.51010 -1.83064 -0.65689
29 H -3.88582 -2.31811 -2.22947
30 H 4.47054 -0.05963 0.73217
31 H 4.35032 1.71611 0.61812
32 H 4.75710 0.77063 -0.80882
33 H -3.38860 -3.72237 0.11282
34 H -1.92028 -4.09802 1.06070
35 H -1.97675 -4.45586 -0.65625
36 C 0.02258 1.99548 4.01359
37 C -1.18659 0.73532 2.99939
38 C -1.20084 -0.55328 3.78308
39 C -2.51147 1.44018 2.85325
40 O -0.31192 0.89421 2.11648
41 H -0.73112 1.89306 4.78907
42 H 0.02885 2.88967 3.40312
43 H 0.94496 1.43443 4.09806
44 H -1.65601 -0.45586 4.76706
45 H -0.20734 -0.98867 3.87940
46 H -1.82242 -1.22150 3.18007
47 H -3.06983 1.48276 3.78639
48 H -3.06602 0.82944 2.13570
49 H -2.41312 2.44502 2.44476

***

6.
Formula: C12H21BrNO
Source: the OMol25 dataset
Level of theory: ωB97M-V/def2-TZVPD

Values from the calculation:
LUMO energy (alpha / beta), hartree: -0.0139 / -0.0146
2S+1: 2
<S²>: 0.754
HOMO level (alpha / beta), eV: -7.402 / -7.415

Cartesian coordinates (Å):
1 C -1.00557 -2.37519 -3.33336
2 C -1.10539 -1.03234 -2.79606
3 C -1.57458 -0.85270 -1.39629
4 C -1.12672 0.43418 -0.71475
5 Br -2.17178 1.91244 -1.56468
6 C 0.33479 0.78050 -0.95864
7 C 1.35550 0.08997 -0.02086
8 C 2.52116 1.05086 0.24067
9 C 1.94515 -1.11763 -0.74744
10 N 0.73835 -0.35995 1.24916
11 O 0.48587 -1.61838 1.32987
12 C -0.36427 0.47213 1.74998
13 C -0.79851 -0.10973 3.11372
14 C 0.02069 1.93257 1.99217
15 C -1.54727 0.39473 0.78171
16 H -0.04749 -2.86520 -3.41478
17 H -1.88495 -2.93332 -3.61963
18 H -0.89514 -0.20134 -3.45149
19 H -2.66793 -0.83853 -1.41378
20 H -1.29220 -1.72732 -0.81549
21 H 0.43110 1.84933 -0.83032
22 H 0.63686 0.57220 -1.97541
23 H 3.11079 0.70245 1.07997
24 H 2.15600 2.04016 0.48619
25 H 3.11751 1.14023 -0.65596
26 H 1.18328 -1.80676 -1.08582
27 H 2.46050 -0.73016 -1.62038
28 H 2.68787 -1.61747 -0.14175
29 H -1.12010 0.69222 3.76614
30 H 0.03418 -0.59005 3.60545
31 H -1.61393 -0.81085 3.01534
32 H -0.80743 2.40357 2.50154
33 H 0.19364 2.48557 1.07635
34 H 0.90442 2.00810 2.61900
35 H -2.25301 1.17949 1.00278
36 H -2.04140 -0.55377 0.94686